DFT (ωB97M-V/def2-TZVPD) results for C14H23F3NO3PSTc as an isolated structure in a non-equilibrium geometry.

Output
HOMO energy (spin up / spin down) in eV: -16.30 / -16.43
Multiplicity: 4
Frontier orbital gap (spin up / spin down) in eV: 7.8 / 5.4
Electronic energy in eV: -52978.6188
Lowest unoccupied orbital energy (spin up / spin down) in eV: -8.5 / -11.0
Total charge: +2

Positions of all 47 atoms, in Å:
C: 4.10172 1.70203 -2.30759
C: 2.91335 2.42948 -2.29487
C: 1.75894 1.94993 -1.64852
C: 1.80391 0.71941 -0.95882
C: 3.01018 -0.00307 -0.98938
C: 4.14833 0.48517 -1.62827
C: 0.54232 2.83284 -1.63537
C: -0.84821 2.26645 -1.95696
N: -0.97219 0.78370 -1.99708
Tc: 0.14783 -0.12761 0.13391
C: 3.04228 -1.35202 -0.35290
P: 1.28173 -1.93980 -0.36654
H: 2.85550 3.38893 -2.82142
H: 5.06757 -0.10264 -1.60015
H: 4.97746 2.08294 -2.83821
H: 3.39781 -1.32779 0.68122
H: 3.68470 -2.04782 -0.91298
H: 0.46883 3.33731 -0.65913
H: 0.68848 3.63211 -2.37191
H: -1.57528 2.62467 -1.20577
C: 1.37956 -3.34158 0.76197
C: 1.19650 -2.74572 -1.99515
H: -1.18507 2.63185 -2.93896
C: -0.35132 0.24278 -3.21522
C: -2.41150 0.43462 -2.06441
H: -0.40835 -1.44032 1.15507
H: -0.84003 0.67084 -4.10141
H: 0.71705 0.47635 -3.23986
H: -0.46560 -0.84524 -3.21183
H: -2.81560 0.76366 -3.03220
H: -2.52329 -0.65905 -1.97242
H: -2.96099 0.93267 -1.25499
H: 1.85263 -3.62933 -2.01141
H: 0.16848 -3.08071 -2.14813
H: 1.47263 -2.06688 -2.81112
H: 2.20712 -4.00478 0.48862
H: 1.50648 -2.98265 1.78849
H: 0.43163 -3.88857 0.69195
H: -0.89274 -1.53205 0.40435
F: -2.34253 1.02452 4.37775
C: -2.38519 0.54503 3.11980
F: -1.99562 -0.75308 3.13875
F: -3.65557 0.60623 2.66819
S: -1.28425 1.52040 1.97349
O: -1.69141 2.89334 2.04382
O: 0.11986 1.11750 2.20394
O: -1.63630 0.84769 0.66528